A) Computed, not measured: a structure of composition C3H4O4, with wB97M-V/def2-TZVPD.

Element x y z (Å)
1 C 0.10142 -1.33039 -0.31245
2 C -0.47872 1.40915 -0.83501
3 C 0.67105 0.00761 0.06314
4 O -1.24460 1.65977 0.06907
5 O -0.48173 0.24126 1.68052
6 O -0.17727 1.66600 -1.95925
7 O 1.79296 0.30364 0.27717
8 H -0.16483 0.99041 2.20798
9 H -0.97768 -1.32571 -0.20171
10 H 0.54075 -2.07970 0.34558
11 H 0.41864 -1.54203 -1.33504

Charge: 0
Gap between HOMO and LUMO (alpha / beta) (eV): 6.598 / 6.540

Listed below, in e, are the Mulliken charges computed for each atom: C -1.003; C 0.671; C 0.723; O -0.269; O -0.674; O -0.381; O -0.335; H 0.254; H 0.344; H 0.315; H 0.354



B) Computed, not measured: the molecule C3H4O4, with wB97M-V/def2-TZVPD.

Element x y z (Å)
1 C -0.50772 0.98901 -0.23798
2 C 0.46448 -0.15789 -0.18185
3 C 0.25974 -1.44967 0.63247
4 H 0.57413 1.73496 -1.63643
5 H 1.41228 0.38992 0.25734
6 H 0.75641 -0.34533 -1.31039
7 H -1.48323 -0.59597 1.11640
8 O 0.04135 2.05544 -0.87427
9 O -1.60462 1.18611 0.32971
10 O -0.93305 -1.44356 1.24892
11 O 1.02023 -2.36301 0.65610

Charge: 0
Gap between HOMO and LUMO (eV): 11.139
SMILES: O=C(O)CC(=O)O

Listed below, in e, are the Mulliken charges computed for each atom: C 0.759; C -0.462; C 0.471; H 0.333; H 0.297; H 0.284; H 0.386; O -0.454; O -0.605; O -0.493; O -0.516



It is B) that is most stable; the runner-up trails by 4.204 eV.



A) Computed, not measured: a structure of composition C37H25F3N8O3RuSi, with wB97M-V/def2-TZVPD.

Element x y z (Å)
1 Ru 0.01227 0.22600 -0.13668
2 C 5.42573 -3.46655 -0.44336
3 C 5.09446 -3.78607 0.88279
4 C 4.05155 -3.15111 1.53396
5 C 3.35308 -2.17925 0.82858
6 C 2.20383 -1.35943 1.16801
7 N 1.56940 -1.52861 2.34427
8 C 0.48093 -0.90099 2.64566
9 C -0.05673 -0.88344 4.02075
10 C 0.21532 -1.64807 5.13653
11 C -0.45264 -1.32018 6.31268
12 C -1.33620 -0.24183 6.36155
13 C -1.57995 0.54048 5.23702
14 C -0.93509 0.18777 4.06852
15 C -0.92383 0.78558 2.72074
16 N -1.37292 1.99286 2.49921
17 C -1.16959 2.63298 1.35865
18 N -0.45853 2.21948 0.24575
19 C -0.72033 3.08810 -0.74542
20 N -0.37090 3.01894 -2.04495
21 C 0.27857 2.02623 -2.54876
22 N 0.68149 0.86140 -1.91486
23 C 1.74358 0.37562 -2.59927
24 N 2.65240 -0.46668 -2.16689
25 C 2.72055 -0.86432 -0.91278
26 N 1.90585 -0.53115 0.15980
27 C 3.68110 -1.86061 -0.48545
28 C 4.72120 -2.50561 -1.14547
29 C 1.84597 1.05485 -3.90135
30 C 2.67750 0.86378 -4.98824
31 C 2.52540 1.72305 -6.07108
32 C 1.58790 2.75590 -6.04700
33 C 0.77470 2.95831 -4.93691
34 C 0.91120 2.08146 -3.87910
35 C -1.52357 4.19254 -0.25197
36 C -2.02668 5.33489 -0.86182
37 C -2.80074 6.18255 -0.08962
38 C -3.07811 5.89361 1.25589
39 C -2.58590 4.75023 1.85705
40 C -1.79526 3.90778 1.08302
41 N -0.24949 -0.02924 1.86661
42 H 6.24241 -3.99151 -0.92321
43 H 5.66388 -4.54957 1.39826
44 H 3.77502 -3.39882 2.55030
45 H 0.91760 -2.46971 5.08714
46 H -0.28356 -1.90705 7.20680
47 H -1.83801 -0.01138 7.29301
48 H -2.25111 1.38852 5.26397
49 H 4.95563 -2.26162 -2.17328
50 H 3.41423 0.07143 -4.98884
51 H 3.14775 1.59407 -6.94780
52 H 1.49827 3.41073 -6.90455
53 H 0.05613 3.76622 -4.89499
54 H -1.82200 5.53873 -1.90439
55 H -3.21203 7.08247 -0.52986
56 H -3.69667 6.57635 1.82489
57 H -2.80640 4.50396 2.88719
58 F -4.40266 1.83982 -1.38641
59 C -4.25133 0.52438 -1.10627
60 F -4.16692 -0.12071 -2.28088
61 F -5.38111 0.11805 -0.51316
62 C -2.99826 0.31395 -0.21022
63 O -1.93104 0.44859 -0.87981
64 O -3.17322 0.10900 0.97748
65 C -0.39829 -4.04753 1.12103
66 Si -0.86502 -3.15036 -0.47277
67 C -0.24906 -4.21819 -1.89744
68 C -2.74329 -3.10521 -0.53155
69 O -0.20183 -1.70127 -0.61505
70 H -0.77312 -5.07542 1.08768
71 H -0.82980 -3.56239 2.00093
72 H 0.68554 -4.08583 1.26078
73 H -0.74493 -5.19300 -1.92355
74 H 0.82887 -4.38449 -1.81982
75 H -0.44139 -3.71064 -2.84596
76 H -3.17526 -4.07592 -0.27041
77 H -3.09855 -2.83228 -1.52897
78 H -3.12802 -2.36462 0.17373

Charge: -1
<S²>: 1.118
Gap between HOMO and LUMO (alpha / beta) (eV): 5.194 / 4.274
2S+1: 2

Listed below, in e, are the Mulliken charges computed for each atom: Ru -1.093; C -0.576; C -0.645; C -0.249; C 0.693; C -0.168; N -0.416; C -0.231; C 0.296; C -0.331; C -0.665; C -0.622; C -0.300; C 0.211; C -0.051; N -0.531; C -0.314; N -0.049; C -0.055; N -0.649; C -0.164; N 0.350; C -0.039; N -0.646; C -0.284; N 0.121; C 0.477; C -0.391; C 0.180; C -0.218; C -0.604; C -0.564; C -0.377; C 0.355; C 0.651; C -0.290; C -0.607; C -0.614; C -0.317; C 0.488; N 0.437; H 0.392; H 0.397; H 0.539; H 0.558; H 0.399; H 0.400; H 0.551; H 0.533; H 0.556; H 0.379; H 0.395; H 0.548; H 0.534; H 0.394; H 0.394; H 0.551; F -0.270; C 0.688; F -0.254; F -0.276; C 0.576; O -0.396; O -0.612; C -1.007; Si 0.317; C -1.193; C -1.114; O 0.064; H 0.486; H 0.193; H 0.242; H 0.354; H 0.251; H 0.288; H 0.438; H 0.264; H 0.243



B) Computed, not measured: a structure of composition C37H25F3N8O3RuSi, with wB97M-V/def2-TZVPD.

Element x y z (Å)
1 Ru 0.23666 0.24487 -0.26147
2 C 2.12698 3.07236 -5.95999
3 C 1.83655 1.81823 -6.51005
4 C 1.28526 0.81093 -5.74296
5 C 1.02255 1.08127 -4.40437
6 C 0.54659 0.27617 -3.31754
7 N 0.30106 -1.01220 -3.41775
8 C 0.28060 -1.82671 -2.39067
9 C -0.12662 -3.19677 -2.52033
10 C -0.62990 -3.92510 -3.58955
11 C -0.93920 -5.25396 -3.36985
12 C -0.74287 -5.84737 -2.11826
13 C -0.24247 -5.13074 -1.04848
14 C 0.05553 -3.78842 -1.25282
15 C 0.53612 -2.74741 -0.39303
16 N 0.73448 -2.96128 0.88946
17 C 0.97470 -1.99860 1.74569
18 N 0.97400 -0.65893 1.49058
19 C 1.44296 -0.01665 2.60080
20 N 1.71059 1.26056 2.70222
21 C 1.61053 2.09353 1.68640
22 N 1.47428 1.80703 0.34067
23 C 1.29773 3.02123 -0.30504
24 N 1.18516 3.22812 -1.59246
25 C 0.96495 2.26545 -2.46249
26 N 0.45309 1.03369 -2.17918
27 C 1.30416 2.35390 -3.85368
28 C 1.86789 3.35576 -4.63397
29 C 1.40576 4.10019 0.63452
30 C 1.31843 5.47784 0.49158
31 C 1.50067 6.25070 1.62128
32 C 1.75174 5.66792 2.86795
33 C 1.80123 4.29801 3.02710
34 C 1.63037 3.51172 1.89461
35 C 1.63560 -0.96772 3.66463
36 C 1.98227 -0.83074 5.00175
37 C 2.02341 -1.97545 5.77825
38 C 1.74000 -3.23035 5.23350
39 C 1.39619 -3.38049 3.90138
40 C 1.33429 -2.23496 3.11891
41 N 0.73131 -1.58532 -1.10948
42 H 2.56453 3.82811 -6.59652
43 H 2.04953 1.64779 -7.55737
44 H 1.06181 -0.16390 -6.15027
45 H -0.76702 -3.45186 -4.55078
46 H -1.33989 -5.85842 -4.17234
47 H -1.00388 -6.88907 -1.98822
48 H -0.09478 -5.58874 -0.08158
49 H 2.10698 4.31463 -4.20060
50 H 1.12408 5.91126 -0.47744
51 H 1.44017 7.32719 1.54400
52 H 1.91502 6.31424 3.71871
53 H 1.97070 3.83948 3.98759
54 H 2.19167 0.14532 5.41024
55 H 2.28327 -1.90927 6.82665
56 H 1.79003 -4.10390 5.87054
57 H 1.17297 -4.35091 3.48132
58 F -1.39082 3.77852 2.77972
59 C -2.21651 2.83052 2.30015
60 F -3.09265 3.46294 1.50268
61 F -2.91852 2.38302 3.35343
62 C -1.43499 1.65959 1.59493
63 O -1.24348 0.66596 2.26827
64 O -1.09397 1.90633 0.42056
65 C -3.71725 -2.12135 -1.36480
66 Si -2.85638 -1.32018 0.16271
67 C -2.54239 -2.70005 1.46682
68 C -4.08847 -0.08405 0.97070
69 O -1.53839 -0.66786 -0.42226
70 H -4.42111 -2.87586 -1.03126
71 H -2.99567 -2.59118 -2.02613
72 H -4.26461 -1.37834 -1.93510
73 H -3.44950 -3.27149 1.64334
74 H -2.22802 -2.26505 2.41097
75 H -1.75927 -3.38499 1.15629
76 H -5.10577 -0.46485 0.95929
77 H -4.09360 0.87673 0.46269
78 H -3.80646 0.08938 2.00518

Charge: -1
<S²>: 1.162
Gap between HOMO and LUMO (alpha / beta) (eV): 4.905 / 4.939
2S+1: 2

Listed below, in e, are the Mulliken charges computed for each atom: Ru -0.675; C -0.621; C -0.581; C -0.314; C 0.533; C -0.318; N -0.674; C 0.116; C 0.164; C 0.012; C -0.643; C -0.659; C -0.160; C 0.595; C -0.071; N -0.442; C -0.493; N 0.419; C -0.310; N -0.529; C -0.389; N -0.569; C 0.356; N -0.649; C -0.522; N 0.133; C 0.593; C -0.297; C 0.678; C -0.403; C -0.658; C -0.638; C -0.105; C 0.506; C 0.357; C -0.263; C -0.643; C -0.650; C -0.193; C 0.302; N -0.326; H 0.386; H 0.392; H 0.532; H 0.524; H 0.398; H 0.390; H 0.546; H 0.541; H 0.540; H 0.396; H 0.402; H 0.561; H 0.554; H 0.384; H 0.389; H 0.544; F -0.246; C 0.652; F -0.289; F -0.279; C 1.044; O -0.491; O -0.571; C -1.087; Si 0.458; C -1.099; C -1.270; O -0.174; H 0.374; H 0.164; H 0.302; H 0.553; H 0.231; H 0.250; H 0.437; H 0.328; H 0.270



It is A) that is most stable; the runner-up trails by 0.105 eV.



A) Computed, not measured: a cluster of 2 separate species, C8H13NO2 in total, with wB97M-V/def2-TZVPD.

Element x y z (Å)
1 C -0.24479 -0.04413 -0.92069
2 C -0.48360 0.70931 0.10068
3 C -2.23675 -2.11701 -1.91492
4 C 0.65194 1.23870 2.30873
5 C 0.53749 3.01306 0.47446
6 C 1.91565 1.14123 0.07779
7 C -1.39942 -4.31291 -1.34911
8 C 0.62784 1.52066 0.78226
9 N -1.79204 -3.18389 -2.11687
10 O -2.77239 -1.09437 -1.89833
11 O 0.15209 -0.80912 -1.69532
12 H -1.53668 0.98422 0.33333
13 H -0.33071 1.55710 2.76376
14 H 0.91570 0.14973 2.33436
15 H 1.59038 1.68342 2.80207
16 H 0.62488 3.10668 -0.60110
17 H -0.24021 3.59505 0.83122
18 H 1.43953 3.48037 0.92144
19 H 1.75809 1.64402 -0.93128
20 H 2.68147 1.54306 0.69040
21 H 2.04761 -0.00181 0.14639
22 H -0.47357 -4.79745 -1.66929
23 H -1.32846 -3.92021 -0.25676
24 H -2.10407 -5.08572 -1.21323

Charge: 0
Gap between HOMO and LUMO (eV): 9.497
SMILES: CC(C)(C)C=C=O.CN=C=O

Listed below, in e, are the Mulliken charges computed for each atom: C 0.734; C -1.245; C 0.600; C -1.431; C -1.565; C -1.774; C -0.693; C 1.803; N -0.254; O -0.475; O -0.428; H 0.348; H 0.366; H 0.367; H 0.337; H 0.425; H 0.443; H 0.336; H 0.407; H 0.543; H 0.320; H 0.251; H 0.248; H 0.334



B) Computed, not measured: the molecule C8H13NO2, with wB97M-V/def2-TZVPD.

Element x y z (Å)
1 C 0.43826 2.01795 0.11953
2 C 1.06066 0.39077 0.15505
3 C -0.94807 2.17157 -0.03429
4 C -1.74104 0.89474 -0.49241
5 C -1.39593 -0.20442 0.42175
6 C 0.08184 -0.67511 0.06551
7 C 0.18575 -1.46801 -1.22745
8 C 0.39084 -1.74744 1.16426
9 N 2.41565 0.23722 -0.04200
10 O 3.17233 1.24951 -0.02011
11 O 2.86419 -0.92435 -0.24299
12 H 1.13105 2.72148 0.31725
13 H -1.25198 2.53635 0.90399
14 H -1.08133 2.98450 -0.61659
15 H -2.70438 1.28282 -0.52676
16 H -1.62209 0.74885 -1.58696
17 H -1.35596 -0.01616 1.41338
18 H -1.83757 -1.16318 0.36639
19 H -0.37036 -2.37323 -1.34188
20 H 1.14946 -1.86740 -1.24842
21 H -0.07374 -0.75479 -2.02410
22 H -0.45106 -2.11370 1.55090
23 H 0.85351 -1.41748 2.10526
24 H 1.08997 -2.51047 0.82069

Charge: 0
Gap between HOMO and LUMO (alpha / beta) (eV): 7.493 / 8.128
SMILES: CC1(C)CCCC=C1[N+](=O)[O-]

Listed below, in e, are the Mulliken charges computed for each atom: C -0.606; C -0.402; C -0.934; C -0.873; C -1.577; C 2.027; C -1.694; C -1.873; N 0.960; O -0.654; O -0.603; H 0.679; H 0.398; H 0.627; H 0.407; H 0.295; H 0.610; H 0.583; H 0.377; H 0.554; H 0.366; H 0.541; H 0.387; H 0.404



It is A) that is most stable; the runner-up trails by 5.017 eV.



A) Computed, not measured: the ion C4H11N3 with charge +1, with wB97M-V/def2-TZVPD.

Element x y z (Å)
1 C 0.52885 1.49213 1.35442
2 C -0.57843 0.62686 0.75466
3 C -0.15070 -0.31170 -0.41598
4 C -0.76674 -0.13486 -1.64632
5 N -0.75994 -1.21232 -2.59709
6 N 0.07387 -1.64994 0.03022
7 N 1.71902 0.77311 2.01968
8 H 0.68313 2.33370 0.52906
9 H 0.02824 2.09410 2.09692
10 H -1.46632 1.25102 0.23594
11 H -1.16144 -0.13606 1.43754
12 H -1.40203 0.66338 -1.98468
13 H -0.54885 -2.12188 -2.23300
14 H -0.02350 -0.92520 -3.26215
15 H -0.14968 -2.00006 1.00265
16 H -0.31969 -2.35114 -0.61889
17 H 2.38788 1.50044 2.03937
18 H 1.90632 0.10841 1.25765

Charge: +1
<S²>: 0.758
Gap between HOMO and LUMO (alpha / beta) (eV): 9.008 / 6.104
2S+1: 2

Listed below, in e, are the Mulliken charges computed for each atom: C -0.490; C -0.717; C 0.619; C -0.315; N -0.485; N -0.403; N -0.554; H 0.277; H 0.347; H 0.340; H 0.367; H 0.410; H 0.230; H 0.343; H 0.340; H 0.148; H 0.284; H 0.258



B) Computed, not measured: the ion C4H11N3 with charge +1, with wB97M-V/def2-TZVPD.

Element x y z (Å)
1 C -1.45920 0.53324 1.00147
2 C -0.84005 -0.11699 -0.25479
3 C 0.64608 -0.01223 -0.32572
4 C 1.25762 0.39742 -1.51943
5 N 2.34719 -0.09467 -2.11078
6 N 1.37252 -0.66011 0.63816
7 N -2.43180 -0.35544 1.64320
8 H -1.96794 1.47504 0.78307
9 H -0.77925 0.98127 1.74543
10 H -1.18662 -1.14974 -0.23469
11 H -1.24867 0.43061 -1.10074
12 H 0.82939 1.28813 -1.93434
13 H 2.57255 -1.02111 -1.76163
14 H 2.24342 -0.11940 -3.12118
15 H 2.36617 -0.61097 0.45087
16 H 1.23791 -0.30038 1.57906
17 H -1.91866 -0.90015 2.32593
18 H -3.04067 0.23547 2.19610

Charge: +1
<S²>: 0.755
Gap between HOMO and LUMO (alpha / beta) (eV): 9.202 / 6.988
2S+1: 2

Listed below, in e, are the Mulliken charges computed for each atom: C -0.589; C -0.508; C 0.408; C -0.257; N -0.454; N -0.440; N -0.659; H 0.347; H 0.369; H 0.378; H 0.298; H 0.434; H 0.278; H 0.317; H 0.277; H 0.291; H 0.220; H 0.289



It is B) that is most stable; the runner-up trails by 2.014 eV.



A) Computed, not measured: a cluster of 2 separate species, C2H3N2O2 in total, with wB97M-V/def2-TZVPD.

Element x y z (Å)
1 C -2.64464 2.49358 -0.00550
2 C -0.64252 0.04200 0.28122
3 N 0.77550 -0.26578 0.40660
4 N 0.14981 -0.13084 -0.96801
5 O -2.98397 2.41770 -1.12473
6 O -2.57696 2.89304 1.10304
7 H -1.23427 -0.95829 0.59881
8 H 1.48396 0.41374 0.53437
9 H 0.11319 -1.00224 -1.37084

Charge: -1
Gap between HOMO and LUMO (eV): 5.355

Listed below, in e, are the Mulliken charges computed for each atom: C 0.389; C -0.149; N -0.563; N -0.420; O -0.331; O -0.297; H -0.014; H 0.210; H 0.176



B) Computed, not measured: a cluster of 2 separate species, C2H3N2O2 in total, with wB97M-V/def2-TZVPD.

Element x y z (Å)
1 C 0.27958 0.16902 0.58324
2 C 1.26537 -0.73732 0.02569
3 N -0.94027 -0.22262 0.81311
4 N -2.02013 0.52807 -1.37742
5 O -0.96475 0.99977 -1.79730
6 O 1.18637 -1.93777 -0.28023
7 H 0.76014 1.12055 0.87850
8 H 2.16228 -0.15129 -0.10106
9 H -1.72859 0.23159 1.25547

Charge: -1
Gap between HOMO and LUMO (alpha / beta) (eV): 5.985 / 8.020

Listed below, in e, are the Mulliken charges computed for each atom: C -0.025; C -0.065; N -0.725; N -0.030; O -0.263; O -0.626; H 0.307; H 0.258; H 0.169



C) Computed, not measured: the ion C2H3N2O2 with charge -1, with wB97M-V/def2-TZVPD.

Element x y z (Å)
1 C 1.68115 0.15299 0.09616
2 C -1.23281 0.07992 0.44405
3 N -0.65849 -0.24146 -0.69965
4 N 0.59344 -0.20541 -1.01292
5 O 1.93722 -0.86513 0.68284
6 O 2.09267 1.31371 0.14908
7 H -2.39477 0.04075 0.47881
8 H -0.81615 0.31664 1.30254
9 H -1.20227 -0.59201 -1.44092

Charge: -1
Gap between HOMO and LUMO (alpha / beta) (eV): 7.125 / 7.125

Listed below, in e, are the Mulliken charges computed for each atom: C 0.634; C -0.578; N 0.374; N -0.843; O -0.635; O -0.690; H 0.148; H 0.350; H 0.241



D) Computed, not measured: a cluster of 2 separate species, C2H3N2O2 in total, with wB97M-V/def2-TZVPD.

Element x y z (Å)
1 C -3.49301 0.15672 -0.07093
2 C 0.06908 0.27368 0.13298
3 N -4.49378 0.56317 -0.54219
4 N -2.56645 -0.45657 0.52087
5 O -1.71336 -1.38270 -0.02389
6 O -0.84666 0.88826 0.62607
7 H 0.37358 0.45180 -0.81496
8 H -0.80201 -1.11576 -0.05715
9 H 0.82224 -0.29596 0.54545

Charge: -1
Gap between HOMO and LUMO (alpha / beta) (eV): 6.879 / 6.880

Listed below, in e, are the Mulliken charges computed for each atom: C 0.531; C -0.566; N -0.655; N -0.537; O -0.364; O -0.446; H 0.366; H 0.307; H 0.364



It is C) that is most stable; the runner-up trails by 1.659 eV.